Density functional theory data (ωB97M-V with the def2-TZVPD basis set) for a 7-piece molecular cluster, C43H93N3O29P7 overall at a distorted geometry.

The geometry in XYZ format:
```
175
Properties=species:S:1:pos:R:3:forces:R:3:lowdin_charge:R:1
C -0.43773 0.95875 -4.36342 -0.40 -0.18 0.26 -0.105
C 0.36226 0.58892 -3.11360 -0.01 0.59 -0.49 -0.221
C -0.44431 0.53418 -1.81322 0.29 -0.77 0.16 -0.140
C -1.78636 -0.20907 -1.92951 0.23 1.49 -0.27 -0.319
C -2.91184 0.79367 -2.22507 0.26 -0.30 -0.35 -0.016
O -1.95881 -0.93444 -0.67877 -0.18 -0.62 -0.71 0.049
C -2.47653 -2.15565 -0.70128 0.69 -0.37 0.78 -0.445
O -2.08183 -3.02217 0.04486 -0.70 0.54 -0.22 0.154
C -3.58224 -2.53855 -1.68632 0.32 0.61 -0.07 0.033
C -3.28992 -3.56094 -2.61352 0.02 -0.25 -0.03 -0.057
C -1.99558 -4.32631 -2.66920 0.41 0.02 0.29 -0.073
C -0.79629 -3.65498 -3.40539 -0.05 0.05 0.38 -0.337
C 0.17820 -3.01460 -2.40743 0.25 -0.03 -0.09 -0.041
C -1.18496 -2.72103 -4.55595 0.86 -0.15 0.01 -0.052
C -4.27744 -3.88761 -3.51605 0.12 -0.15 -0.29 -0.099
C -4.14182 -4.92398 -4.56525 -0.19 -0.20 0.36 -0.173
C -4.28969 -6.27556 -4.25994 0.16 0.24 -0.50 0.001
C -4.11445 -7.14656 -5.31627 -0.11 -0.13 0.45 -0.036
C -3.81134 -6.64523 -6.57083 0.15 -0.57 -0.84 -0.123
N -3.69985 -5.36241 -6.90157 -0.18 -0.31 0.92 0.106
C -3.87471 -4.54508 -5.86771 0.01 0.96 -0.36 -0.102
N -5.45564 -3.24074 -3.48761 -0.06 0.01 -0.22 0.213
C -5.79054 -2.30355 -2.60504 -0.32 0.17 0.52 -0.164
C -7.16499 -1.73295 -2.71271 -0.51 0.06 -0.87 -0.112
C -8.28663 -2.71184 -3.17191 0.63 0.03 0.92 -0.167
C -9.38248 -2.73290 -2.10976 -0.48 0.46 -0.65 -0.200
C -10.25254 -1.46090 -2.14256 -0.09 -0.01 0.71 -0.211
C -11.73295 -1.77814 -2.28182 0.13 0.18 -0.67 -0.268
N -11.99290 -2.50069 -3.55884 -0.36 0.04 0.61 -0.002
C -4.84546 -1.92676 -1.65824 -0.13 0.25 -0.30 -0.061
P -5.36349 -0.68389 -0.42711 0.65 0.43 1.58 0.467
O -4.31477 -0.32144 0.51608 0.42 -0.31 -0.13 -0.204
O -6.00923 0.57442 -1.14881 -0.46 -0.66 -0.29 -0.090
O -6.59872 -1.34040 0.35793 -0.13 -0.18 -0.66 -0.103
H 0.16294 0.89446 -5.26611 0.10 0.09 -0.01 0.080
H -0.85897 1.95947 -4.31575 0.15 0.12 -0.02 0.056
H -1.29259 0.28942 -4.50301 0.03 -0.09 -0.10 0.054
H 0.91736 -0.32708 -3.31361 -0.09 -0.16 0.25 0.096
H 1.11618 1.36609 -2.98098 0.17 -0.09 0.05 0.114
H 0.13932 -0.01619 -1.07345 0.14 0.16 0.09 0.115
H -0.59291 1.54493 -1.43683 -0.16 0.01 0.11 0.123
H -1.69309 -0.87369 -2.78382 -0.12 -0.49 0.35 0.093
H -3.51816 0.43554 -3.06021 -0.36 0.02 0.19 0.084
H -3.50298 1.02841 -1.34942 -0.04 -0.03 0.11 0.060
H -2.46010 1.71790 -2.57430 -0.04 0.08 -0.03 0.081
H -2.13447 -5.31021 -3.10652 -0.42 0.06 -0.13 0.115
H -1.70227 -4.51477 -1.64008 0.09 -0.03 0.02 0.113
H -0.24094 -4.47534 -3.85849 -0.09 -0.14 0.00 0.134
H 0.12576 -3.47494 -1.42413 -0.03 -0.03 0.05 0.078
H 1.20431 -3.16200 -2.74341 0.07 0.16 -0.04 0.091
H 0.03533 -1.94524 -2.28757 -0.05 -0.03 0.07 0.046
H -0.31774 -2.09418 -4.77069 -0.02 0.08 -0.06 0.087
H -1.99963 -2.03426 -4.33141 -0.22 -0.14 -0.12 0.061
H -1.35613 -3.29147 -5.46701 -0.42 0.10 -0.05 0.075
H -4.51394 -6.61083 -3.25792 0.00 -0.05 0.07 0.132
H -4.20786 -8.21184 -5.17357 0.03 -0.08 -0.04 0.114
H -3.64829 -7.35437 -7.37312 -0.02 0.01 -0.10 0.115
H -3.79638 -3.48346 -6.08063 0.08 0.04 -0.07 0.124
H -6.14252 -3.49653 -4.18777 -0.06 -0.08 0.01 0.176
H -7.09854 -0.91248 -3.43399 0.06 0.14 0.07 0.145
H -7.49103 -1.29466 -1.78040 0.18 -0.02 0.11 0.074
H -7.87413 -3.72212 -3.22583 -0.10 -0.09 -0.33 0.104
H -8.68682 -2.39369 -4.12984 -0.08 -0.25 -0.12 0.118
H -8.94497 -2.80517 -1.11456 0.11 -0.39 -0.01 0.111
H -10.02434 -3.58928 -2.30935 0.02 -0.12 0.16 0.106
H -10.13436 -0.94016 -1.18916 -0.02 0.26 -0.07 0.101
H -9.96268 -0.75617 -2.92551 0.10 -0.10 -0.13 0.112
H -12.29836 -0.84725 -2.27794 -0.01 0.06 0.32 0.105
H -12.05607 -2.37672 -1.43169 -0.04 -0.04 0.03 0.116
H -12.52519 -1.87334 -4.14924 0.15 -0.01 -0.24 0.061
H -12.65835 -3.23349 -3.34161 0.08 -0.21 -0.22 0.061
H -6.93476 0.66405 -0.87691 -0.05 0.27 -0.09 0.096
H -6.22212 -1.81471 1.11297 -0.20 0.04 0.20 0.107
C -9.08100 3.73045 0.83653 0.20 -0.13 0.01 -0.095
O -9.67521 2.55441 0.22832 -1.14 2.70 0.88 -0.236
P -11.19430 2.56607 -0.41108 -0.34 -5.04 -3.27 0.491
O -11.67503 1.22540 -0.05474 0.04 0.18 0.31 -0.243
O -10.69853 2.63561 -1.96653 0.10 0.61 0.21 -0.245
C -9.72824 3.59190 -2.39134 0.02 -0.25 0.01 -0.120
O -12.59970 3.33993 -0.68528 1.42 1.95 1.99 -0.206
C -12.62175 4.77301 -0.86722 -0.05 -0.02 -0.25 -0.087
H -8.63302 3.43615 1.78279 -0.06 -0.05 0.00 0.090
H -8.30207 4.12793 0.18551 -0.03 -0.02 -0.02 0.082
H -9.81515 4.51255 1.02840 0.00 0.00 0.03 0.079
H -8.73839 3.13096 -2.41383 0.03 0.06 0.05 0.085
H -9.69695 4.47073 -1.74417 0.04 0.03 -0.05 0.073
H -9.98763 3.91532 -3.39749 -0.04 -0.02 0.00 0.092
H -12.20243 5.03852 -1.83969 0.01 -0.03 0.02 0.084
H -12.07353 5.28493 -0.07617 -0.05 0.04 0.01 0.080
H -13.65878 5.09196 -0.83149 -0.03 -0.09 0.02 0.092
C 5.30136 -3.20453 1.87466 0.29 0.07 0.05 -0.068
O 5.20630 -2.95697 0.44176 -1.85 -0.91 1.90 -0.207
P 3.79753 -2.61153 -0.26000 1.07 2.78 -4.36 0.437
O 3.79961 -3.26698 -1.57087 -0.24 -0.44 0.28 -0.247
O 4.06231 -1.01327 -0.41888 -0.15 -0.07 0.43 -0.239
C 4.63165 -0.24658 0.65115 0.07 -0.07 -0.21 -0.108
O 2.22627 -2.47253 0.11945 0.88 -1.44 2.18 -0.229
C 1.85172 -2.05808 1.45078 -0.15 0.21 -0.07 -0.081
H 5.90497 -4.09485 2.03270 -0.03 -0.03 -0.13 0.091
H 5.78175 -2.35482 2.35399 0.00 0.04 0.07 0.061
H 4.32064 -3.35957 2.32527 0.09 -0.06 -0.01 0.069
H 5.70415 -0.13494 0.49378 0.02 -0.05 0.06 0.094
H 4.46557 -0.69835 1.62894 0.06 0.08 0.04 0.060
H 4.16901 0.73877 0.64295 -0.04 -0.01 -0.05 0.090
H 2.06695 -0.99747 1.59140 0.02 -0.02 -0.01 0.088
H 2.37206 -2.64010 2.21171 -0.10 0.04 0.00 0.072
H 0.78202 -2.22040 1.55784 -0.01 -0.03 -0.11 0.086
C 8.13424 2.60124 4.64561 -0.12 0.10 -0.02 -0.089
O 7.11915 1.57178 4.83692 2.44 0.08 -1.85 -0.221
P 7.43439 -0.00804 4.60429 -3.38 -2.59 4.07 0.477
O 6.21551 -0.57335 4.01169 0.16 0.18 -0.76 -0.250
O 7.49456 -0.31749 6.21603 0.14 0.01 -0.08 -0.243
C 8.22038 0.51887 7.11023 -0.30 -0.05 -0.01 -0.124
O 8.58940 -1.09154 4.28259 1.06 2.41 -1.67 -0.207
C 9.97684 -0.75570 4.55632 -0.05 0.01 0.12 -0.084
H 7.70298 3.41026 4.06435 -0.06 -0.02 0.02 0.082
H 8.44045 2.99655 5.60991 -0.06 0.02 0.00 0.068
H 9.00894 2.21563 4.11997 -0.03 0.01 -0.01 0.076
H 7.54240 1.23398 7.58163 0.05 0.07 -0.03 0.088
H 9.02333 1.06450 6.61333 0.04 0.01 0.09 0.068
H 8.66084 -0.11214 7.88026 0.00 -0.05 -0.03 0.092
H 10.16387 -0.75502 5.62577 -0.02 -0.08 -0.01 0.056
H 10.23115 0.21704 4.13124 0.04 -0.06 -0.04 0.078
H 10.60158 -1.51296 4.09676 -0.10 -0.09 0.01 0.086
C 6.42442 5.98039 8.94830 0.12 -0.17 0.12 -0.093
O 7.52753 5.85194 8.01949 -2.84 0.56 -0.49 -0.218
P 7.51158 6.53396 6.53331 5.34 1.08 -1.05 0.481
O 8.17265 5.57101 5.65389 -0.58 -0.32 -0.05 -0.224
O 8.52262 7.74745 6.95522 -0.34 0.06 0.05 -0.235
C 8.35099 8.47955 8.16496 0.23 -0.18 -0.06 -0.123
O 6.63824 7.47219 5.53645 -2.10 -1.19 1.69 -0.204
C 5.69028 8.41340 6.07733 0.14 0.19 -0.07 -0.090
H 6.20731 4.99716 9.35946 0.02 -0.02 -0.06 0.090
H 6.70775 6.64781 9.76127 0.04 0.00 -0.03 0.083
H 5.52290 6.36436 8.47046 0.00 -0.04 0.01 0.075
H 9.00566 8.07430 8.93829 -0.06 -0.01 0.05 0.094
H 7.31979 8.45912 8.52300 0.02 0.07 0.05 0.065
H 8.62893 9.51491 7.97664 0.01 0.00 -0.05 0.092
H 6.21184 9.25572 6.53467 0.01 -0.03 -0.01 0.084
H 5.03333 7.94412 6.81049 -0.04 0.04 -0.04 0.075
H 5.08442 8.77899 5.25368 0.04 -0.06 -0.06 0.091
C -2.24592 4.56260 -9.51234 0.16 -0.11 -0.15 -0.088
O -1.78731 3.61847 -8.51342 -0.79 2.82 0.25 -0.214
P -2.08873 3.80231 -6.92017 -0.13 -5.09 1.86 0.488
O -0.88276 3.34880 -6.23249 0.16 0.66 -0.13 -0.224
O -3.26056 2.65050 -6.89926 -0.12 0.29 -0.02 -0.247
C -4.26711 2.59918 -7.90492 0.23 -0.21 0.04 -0.130
O -2.86063 4.73690 -5.83478 0.49 1.86 -2.17 -0.209
C -3.99560 5.52549 -6.24102 -0.13 -0.13 0.13 -0.092
H -1.41658 4.78154 -10.18042 0.04 -0.01 0.06 0.092
H -3.05602 4.11874 -10.08967 0.01 -0.03 0.04 0.083
H -2.59325 5.49677 -9.07081 0.04 0.00 -0.02 0.075
H -3.98961 1.87205 -8.67018 -0.01 0.06 -0.07 0.094
H -4.43485 3.56793 -8.37868 -0.08 -0.04 -0.03 0.065
H -5.19836 2.28043 -7.43833 0.01 0.01 0.04 0.088
H -4.86099 4.88324 -6.41570 0.03 0.00 0.00 0.082
H -3.78033 6.10522 -7.13902 -0.04 0.05 0.04 0.077
H -4.22404 6.21363 -5.43241 0.08 -0.02 0.04 0.091
C 14.21000 -3.66763 8.93595 -0.08 0.10 0.20 -0.092
O 12.95413 -3.22707 8.36576 2.67 -0.19 -1.20 -0.215
P 12.65803 -3.25505 6.75971 -5.46 -0.80 -0.34 0.484
O 11.87436 -2.05147 6.48227 0.64 0.29 0.02 -0.226
O 11.70329 -4.57874 6.84259 0.33 -0.06 -0.05 -0.235
C 12.07652 -5.72663 7.59904 -0.23 0.17 0.07 -0.122
O 13.28659 -3.67341 5.32155 2.42 0.51 1.59 -0.206
C 14.28695 -4.70903 5.24415 -0.15 -0.15 -0.11 -0.088
H 14.53769 -2.92267 9.65731 -0.04 0.05 -0.04 0.090
H 14.06401 -4.61652 9.45058 -0.04 0.01 -0.03 0.084
H 14.98808 -3.78788 8.18197 0.01 0.03 0.03 0.075
H 11.59772 -5.69484 8.57912 0.07 -0.01 0.04 0.094
H 13.15725 -5.80639 7.73153 -0.02 -0.08 0.02 0.065
H 11.72935 -6.61031 7.06691 -0.02 0.02 -0.04 0.092
H 13.83337 -5.68662 5.41470 -0.02 0.03 0.00 0.084
H 15.09021 -4.54422 5.96290 0.03 -0.02 -0.06 0.076
H 14.70762 -4.68505 4.24344 -0.05 0.08 -0.02 0.091
```
Forces are in eV/Å.

The total energy comes out at -6429.958856 a.u. The net charge is +1. The gap between HOMO and LUMO is 0.2574 hartree. As for the largest force on an atom: 0.1171 hartree/bohr. The calculation puts the LUMO energy at -0.1269 Ha.